*w*
The following is a quantum chemistry calculation of a cluster of 2 separate species, C11H11N in total, from OMol25.

Structure (XYZ):
```
23
Properties=species:S:1:pos:R:3:nbo_charge:R:1
C -1.69 0.59 1.94 -0.22
C -1.20 0.00 0.71 -0.25
C -0.41 -1.12 0.71 -0.24
C -0.02 -1.72 1.87 -0.21
C -0.57 -1.21 3.09 -0.22
C -1.37 -0.09 3.14 -0.21
H -2.12 1.61 2.10 0.22
H -1.35 0.54 -0.26 0.28
H -0.21 -1.48 -0.21 0.20
H 0.46 -2.70 1.98 0.21
H -0.20 -1.61 3.98 0.20
H -1.68 0.21 4.16 0.21
C 2.02 0.53 -2.58 -0.14
C 1.80 1.08 -1.28 -0.26
C 0.55 1.02 -0.66 0.06
N -0.50 0.93 -1.55 -0.46
C -0.27 0.48 -2.76 0.05
C 0.88 0.21 -3.35 -0.28
H 3.06 0.51 -2.92 0.22
H 2.76 1.12 -0.70 0.22
H 0.37 1.13 0.32 0.22
H -1.06 0.38 -3.54 0.18
H 0.73 -0.40 -4.20 0.23
```

Values from the calculation:
Kohn-Sham gap	9.2893	eV
HOMO energy	-8.73	eV
SMILES string	c1ccccc1.c1ccncc1

***

*x*
The following is a quantum chemistry calculation of a cluster of 2 separate species, C11H11N in total, from OMol25.

Structure (XYZ):
```
23
Properties=species:S:1:pos:R:3:nbo_charge:R:1
C -0.83 -1.09 -0.45 -0.21
C -2.11 -1.31 0.12 -0.21
C -3.10 -0.32 0.31 -0.24
C -2.70 1.00 0.12 -0.21
C -1.36 1.22 -0.30 -0.22
C -0.46 0.22 -0.53 -0.25
H -0.07 -1.87 -0.59 0.23
H -2.31 -2.39 0.16 0.21
H -4.14 -0.71 0.56 0.22
H -3.43 1.91 0.06 0.22
H -1.11 2.30 -0.08 0.20
H 0.57 0.58 -0.73 0.23
C 2.33 1.09 -0.33 -0.20
C 2.23 -0.03 -1.03 -0.28
C 1.91 -1.24 -0.54 0.02
N 1.46 -1.49 0.68 -0.39
C 1.60 -0.35 1.47 0.02
C 1.96 0.99 1.04 -0.24
H 2.27 2.31 -0.58 0.25
H 2.27 0.05 -2.23 0.23
H 1.78 -2.03 -1.23 0.19
H 1.25 -0.62 2.45 0.20
H 2.00 1.79 1.67 0.22
```

Values from the calculation:
Kohn-Sham gap	9.2554	eV
HOMO energy	-8.84	eV
SMILES string	c1ccccc1.c1ccncc1

***

*y*
The following is a quantum chemistry calculation of a cluster of 2 separate species, C11H11N in total, from OMol25.

Structure (XYZ):
```
23
Properties=species:S:1:pos:R:3:nbo_charge:R:1
C -2.37 -1.07 -0.66 -0.23
C -1.59 -1.36 0.46 -0.22
C -1.11 -0.34 1.34 -0.23
C -1.33 0.98 0.88 -0.19
C -2.19 1.41 -0.15 -0.26
C -2.70 0.37 -0.85 -0.18
H -2.59 -1.89 -1.32 0.23
H -1.56 -2.37 0.72 0.21
H -0.30 -0.52 1.94 0.22
H -0.53 1.60 1.54 0.24
H -2.45 2.51 -0.09 0.25
H -3.36 0.50 -1.67 0.21
C 0.53 0.02 -0.32 -0.23
C 1.11 -1.18 -0.25 -0.30
C 2.58 -1.10 0.04 0.08
N 3.22 -0.02 -0.21 -0.44
C 2.62 1.11 -0.23 0.01
C 1.28 1.20 -0.12 -0.25
H -0.61 0.00 -0.35 0.27
H 0.63 -2.17 -0.28 0.22
H 3.22 -1.94 0.30 0.18
H 3.24 1.97 -0.44 0.19
H 0.71 2.25 0.31 0.21
```

Values from the calculation:
Kohn-Sham gap	9.1947	eV
HOMO energy	-8.61	eV
SMILES string	c1ccccc1.c1ccncc1

***

Short version: *y* is the least stable of them.

***

*w*
The following is a quantum chemistry calculation of a cluster of 2 separate species, C11H11N in total, from OMol25.

Structure (XYZ):
```
23
Properties=species:S:1:pos:R:3:nbo_charge:R:1
C -2.04 1.72 -0.98 -0.21
C -1.08 1.29 -1.88 -0.22
C 0.26 1.20 -1.44 -0.20
C 0.68 1.23 -0.13 -0.22
C -0.26 1.51 0.76 -0.22
C -1.56 1.81 0.37 -0.22
H -3.03 1.93 -1.31 0.22
H -1.33 1.17 -2.83 0.20
H 1.02 1.14 -2.19 0.21
H 1.73 1.38 0.21 0.23
H -0.11 1.81 1.79 0.22
H -2.32 2.04 1.05 0.20
C 0.36 -1.90 -0.71 -0.16
C 1.71 -1.78 -0.29 -0.28
C 1.93 -1.48 1.01 0.02
N 0.96 -1.15 1.91 -0.44
C -0.27 -1.11 1.40 0.05
C -0.65 -1.49 0.11 -0.27
H 0.08 -2.02 -1.81 0.22
H 2.51 -2.03 -0.98 0.23
H 2.95 -1.35 1.48 0.20
H -1.05 -0.82 2.16 0.20
H -1.69 -1.23 -0.25 0.24
```

Values from the calculation:
Kohn-Sham gap	9.8330	eV
HOMO energy	-8.88	eV
SMILES string	c1ccccc1.c1ccncc1

***

*x*
The following is a quantum chemistry calculation of a cluster of 2 separate species, C11H11N in total, from OMol25.

Structure (XYZ):
```
23
Properties=species:S:1:pos:R:3:nbo_charge:R:1
C -0.86 0.82 -1.51 -0.20
C -1.41 2.05 -1.31 -0.24
C -0.47 3.04 -1.36 -0.20
C 0.90 2.96 -1.56 -0.21
C 1.47 1.66 -1.37 -0.19
C 0.55 0.61 -1.49 -0.24
H -1.41 -0.17 -1.48 0.22
H -2.42 2.30 -1.27 0.22
H -0.71 4.12 -1.35 0.21
H 1.53 3.85 -1.40 0.21
H 2.61 1.83 -1.07 0.24
H 0.71 -0.32 -1.74 0.21
C -0.26 -1.13 2.58 -0.17
C -0.72 -0.70 1.34 -0.26
C -0.23 -1.30 0.22 0.01
N 0.39 -2.58 0.25 -0.41
C 0.53 -3.12 1.44 0.00
C 0.17 -2.46 2.59 -0.24
H -0.50 -0.55 3.43 0.21
H -1.24 0.31 1.32 0.22
H -0.43 -0.71 -0.64 0.19
H 1.15 -4.00 1.49 0.20
H 0.01 -3.14 3.62 0.22
```

Values from the calculation:
Kohn-Sham gap	9.6085	eV
HOMO energy	-8.97	eV
SMILES string	c1ccccc1.c1ccncc1

***

*y*
The following is a quantum chemistry calculation of a cluster of 2 separate species, C11H11N in total, from OMol25.

Structure (XYZ):
```
23
Properties=species:S:1:pos:R:3:nbo_charge:R:1
C -2.41 -2.65 0.47 -0.16
C -2.55 -2.09 1.75 -0.23
C -1.39 -1.74 2.40 -0.21
C -0.03 -1.94 2.04 -0.24
C -0.11 -2.85 0.87 -0.20
C -1.20 -3.21 0.11 -0.27
H -3.12 -2.65 -0.40 0.21
H -3.44 -1.73 2.07 0.21
H -1.52 -0.99 3.10 0.20
H 1.13 -1.45 2.25 0.26
H 0.83 -3.45 0.55 0.20
H -1.28 -3.97 -0.67 0.23
C 1.05 1.44 -1.17 -0.17
C 1.47 2.24 -0.05 -0.26
C 1.97 3.51 -0.40 0.03
N 2.02 4.06 -1.63 -0.44
C 1.35 3.52 -2.63 0.05
C 0.78 2.16 -2.40 -0.27
H 0.97 0.37 -0.94 0.23
H 1.74 1.80 0.92 0.22
H 2.53 4.00 0.46 0.19
H 0.95 4.10 -3.59 0.21
H 0.26 1.52 -3.09 0.22
```

Values from the calculation:
Kohn-Sham gap	9.8598	eV
HOMO energy	-9.21	eV
SMILES string	c1ccccc1.c1ccncc1

***

Short version: *x* is the least stable of them.

***

*w*
The following is a quantum chemistry calculation of a structure of composition C22H20FN2O4Pt, from OMol25.

Structure (XYZ):
```
50
Properties=species:S:1:pos:R:3:nbo_charge:R:1
Pt -1.80 -0.93 0.39 1.22
C 3.47 4.19 -1.35 -0.63
C 4.03 3.11 -0.45 -0.03
C 5.31 2.52 -1.02 -0.41
C 5.88 1.48 -0.08 -0.42
C 4.85 0.42 0.23 -0.02
C 5.23 -0.85 0.58 -0.22
C 4.27 -1.82 0.86 0.41
F 4.68 -3.04 1.20 -0.31
C 2.94 -1.55 0.78 -0.24
C 2.52 -0.26 0.42 -0.16
C 1.10 0.03 0.33 0.59
O 0.28 -0.92 0.57 -0.75
C 0.75 1.35 0.01 -0.37
C 1.75 2.27 -0.24 0.18
N 3.05 2.01 -0.20 -0.33
C 3.48 0.73 0.15 0.23
C -0.64 1.90 -0.06 0.78
O -0.83 3.07 -0.30 -0.60
O -1.62 1.06 0.17 -0.71
H 4.28 4.86 -1.64 0.24
H 2.70 4.80 -0.87 0.23
H 3.05 3.76 -2.27 0.23
H 4.26 3.55 0.53 0.21
H 6.02 3.33 -1.18 0.24
H 5.09 2.07 -2.00 0.22
H 6.20 1.96 0.85 0.23
H 6.77 1.01 -0.50 0.24
H 6.28 -1.11 0.64 0.24
H 2.20 -2.31 1.01 0.25
H 1.43 3.27 -0.48 0.26
N -3.70 -1.59 0.42 -0.52
C -4.84 -1.49 0.33 0.52
C -6.26 -1.37 0.23 -0.22
C -6.84 -1.01 -0.99 -0.14
C -8.22 -0.91 -1.06 -0.20
C -9.00 -1.16 0.06 -0.14
C -8.41 -1.51 1.27 -0.20
C -7.04 -1.62 1.36 -0.14
H -6.22 -0.82 -1.85 0.24
H -8.69 -0.63 -2.00 0.24
H -10.08 -1.07 -0.01 0.23
H -9.03 -1.70 2.14 0.24
H -6.56 -1.89 2.30 0.23
C 0.00 -3.93 0.16 -0.25
O -1.29 -3.31 0.24 -0.74
H -0.10 -4.97 -0.13 0.19
H 0.54 -3.85 1.10 0.18
H 0.55 -3.39 -0.61 0.20
H -1.81 -3.75 0.93 0.49
```

Values from the calculation:
Kohn-Sham gap (alpha / beta)	8.3507 / 6.4237	eV
HOMO energy (alpha / beta)	-11.17 / -11.39	eV
total charge	+1
spin multiplicity	3

***

*x*
The following is a quantum chemistry calculation of a structure of composition C22H20FN2O4Pt, from OMol25.

Structure (XYZ):
```
50
Properties=species:S:1:pos:R:3:nbo_charge:R:1
Pt 0.31 1.81 1.41 1.28
C 3.08 -5.04 -0.86 -0.63
C 2.67 -3.94 -1.83 -0.03
C 1.90 -4.44 -3.04 -0.41
C 0.56 -5.02 -2.63 -0.43
C -0.22 -4.03 -1.80 -0.03
C -1.59 -4.10 -1.73 -0.22
C -2.30 -3.17 -0.96 0.40
F -3.63 -3.28 -0.91 -0.30
C -1.68 -2.17 -0.28 -0.24
C -0.28 -2.09 -0.34 -0.16
C 0.40 -1.03 0.39 0.57
O -0.31 -0.19 1.04 -0.71
C 1.81 -1.04 0.36 -0.37
C 2.45 -1.99 -0.39 0.18
N 1.84 -2.93 -1.11 -0.33
C 0.45 -3.02 -1.09 0.23
C 2.69 -0.13 1.17 0.79
O 3.84 -0.45 1.35 -0.61
O 2.17 0.97 1.65 -0.79
H 3.66 -5.80 -1.40 0.23
H 2.22 -5.52 -0.40 0.22
H 3.71 -4.64 -0.07 0.23
H 3.56 -3.41 -2.16 0.22
H 2.51 -5.19 -3.55 0.24
H 1.75 -3.61 -3.74 0.22
H 0.71 -5.94 -2.05 0.23
H -0.02 -5.30 -3.51 0.24
H -2.13 -4.87 -2.26 0.24
H -2.24 -1.46 0.30 0.26
H 3.54 -2.00 -0.39 0.25
N -0.77 3.44 1.10 -0.53
C -1.34 4.38 0.76 0.49
C -2.06 5.54 0.36 -0.16
C -2.23 5.80 -1.01 -0.16
C -2.92 6.93 -1.39 -0.20
C -3.43 7.79 -0.43 -0.14
C -3.26 7.54 0.92 -0.20
C -2.57 6.41 1.33 -0.16
H -1.83 5.12 -1.74 0.23
H -3.07 7.14 -2.44 0.24
H -3.98 8.68 -0.74 0.23
H -3.65 8.22 1.67 0.24
H -2.42 6.19 2.38 0.23
C 0.11 1.80 4.94 -0.25
O 0.52 1.30 3.66 -0.75
H 0.90 2.40 5.40 0.19
H -0.13 0.96 5.60 0.19
H -0.77 2.41 4.79 0.19
H 1.44 1.00 3.68 0.52
```

Values from the calculation:
Kohn-Sham gap (alpha / beta)	8.4670 / 6.5764	eV
HOMO energy (alpha / beta)	-11.31 / -11.29	eV
total charge	+1
spin multiplicity	3

***

Short version: *w* is the least stable of them.

***

*w*
The following is a quantum chemistry calculation of a structure of composition CH3I2P, from OMol25.

Structure (XYZ):
```
7
Properties=species:S:1:pos:R:3:nbo_charge:R:1
C 0.48 -0.05 0.37 -0.74
P -1.01 0.90 -0.29 0.35
I 2.49 1.07 -0.06 0.07
I 0.69 -2.19 -0.09 0.18
H 0.42 0.21 1.38 0.18
H -2.03 -0.22 0.19 0.00
H -1.05 0.28 -1.50 -0.03
```

Values from the calculation:
Kohn-Sham gap	8.5433	eV
HOMO energy	-9.43	eV

***

*x*
The following is a quantum chemistry calculation of a structure of composition CH3I2P, from OMol25.

Structure (XYZ):
```
7
Properties=species:S:1:pos:R:3:nbo_charge:R:1
C -0.75 -0.63 -1.41 -0.77
P 0.08 0.79 -0.82 0.44
I 1.61 1.26 2.84 -0.11
I -2.66 -0.30 -2.27 0.16
H -0.21 -1.51 -1.72 0.21
H 0.65 0.28 3.87 0.12
H 1.28 0.11 -0.50 -0.05
```

Values from the calculation:
Kohn-Sham gap	8.3437	eV
HOMO energy	-8.86	eV

***

*y*
The following is a quantum chemistry calculation of a structure of composition CH3I2P, from OMol25.

Structure (XYZ):
```
7
Properties=species:S:1:pos:R:3:nbo_charge:R:1
C 0.93 -0.51 0.39 -0.64
P -0.14 -0.45 -0.92 0.46
I 0.84 1.85 2.58 -0.43
I 2.93 -0.53 -0.20 0.34
H 0.62 -0.94 1.30 0.24
H -0.03 0.83 -1.33 0.02
H -1.47 -0.19 -0.61 0.01
```

Values from the calculation:
Kohn-Sham gap (alpha / beta)	5.6646 / 5.6651	eV
HOMO energy (alpha / beta)	-8.37 / -8.37	eV

***

Short version: *y* is the least stable of them.